No. 1
{"formula": "C24H52N4O28S6", "method": "wB97M-V/def2-TZVPD", "homo_ev": -8.689, "lumo_energy_ev": -0.413, "orbital_gap_ev": 8.28, "smiles": "O=S1(=O)OCCO1.O=S1(=O)OCCO1.O=S1(=O)OCCO1.O=S1(=O)OCCO1.O=S1(=O)OCCO1.O=S1(=O)OCCO1.CNC(C)=O.CNC(C)=O.CNC(C)=O.CNC(C)=O", "total_charge": 0, "de_lowest_ev": 3.468, "elements": ["O", "S", "O", "O", "C", "C", "O", "H", "H", "H", "H", "O", "S", "O", "O", "C", "C", "O", "H", "H", "H", "H", "O", "S", "O", "O", "C", "C", "O", "H", "H", "H", "H", "O", "S", "O", "O", "C", "C", "O", "H", "H", "H", "H", "O", "S", "O", "O", "C", "C", "O", "H", "H", "H", "H", "O", "S", "O", "O", "C", "C", "O", "H", "H", "H", "H", "C", "N", "C", "C", "O", "H", "H", "H", "H", "H", "H", "H", "C", "N", "C", "C", "O", "H", "H", "H", "H", "H", "H", "H", "C", "N", "C", "C", "O", "H", "H", "H", "H", "H", "H", "H", "C", "N", "C", "C", "O", "H", "H", "H", "H", "H", "H", "H"], "coordinates": [[-4.89, -0.81, -2.30], [-5.43, 0.15, -1.37], [-5.04, 0.08, 0.01], [-5.24, 1.62, -2.03], [-6.43, 2.36, -2.26], [-7.47, 1.63, -1.41], [-7.04, 0.28, -1.57], [-6.34, 3.37, -1.84], [-6.47, 2.31, -3.35], [-8.42, 1.83, -1.88], [-7.49, 1.91, -0.36], [4.29, -5.95, 3.38], [4.38, -5.87, 1.94], [4.74, -7.07, 1.23], [3.06, -5.10, 1.42], [3.39, -3.82, 0.86], [4.69, -3.43, 1.57], [5.41, -4.68, 1.56], [3.62, -3.92, -0.20], [2.55, -3.14, 0.97], [4.42, -3.17, 2.59], [5.18, -2.71, 0.94], [-0.75, 2.35, -1.79], [-1.54, 2.87, -2.88], [-2.91, 3.15, -2.54], [-0.77, 4.15, -3.56], [-0.22, 3.77, -4.85], [-0.30, 2.25, -4.90], [-1.50, 1.94, -4.23], [-0.89, 4.17, -5.61], [0.77, 4.19, -4.99], [0.55, 1.74, -4.44], [-0.31, 1.87, -5.92], [2.72, 5.27, 2.17], [1.54, 5.34, 2.99], [1.70, 5.39, 4.42], [0.54, 6.55, 2.55], [-0.24, 6.16, 1.40], [-0.55, 4.71, 1.74], [0.45, 4.23, 2.63], [-1.09, 6.84, 1.46], [0.29, 6.31, 0.46], [-0.44, 4.06, 0.87], [-1.56, 4.63, 2.14], [0.53, 1.30, 0.51], [0.65, -0.09, 0.11], [1.92, -0.73, 0.12], [-0.29, -0.94, 1.15], [-1.64, -0.87, 0.73], [-1.57, -0.87, -0.81], [-0.29, -0.29, -1.16], [-2.23, -1.72, 1.09], [-2.16, 0.00, 1.13], [-2.47, -0.41, -1.21], [-1.44, -1.87, -1.21], [1.96, -0.60, -2.88], [2.83, -1.69, -3.28], [3.16, -2.73, -2.37], [2.49, -2.19, -4.80], [2.84, -1.16, -5.73], [4.04, -0.48, -5.09], [4.28, -1.04, -3.82], [2.98, -1.57, -6.73], [1.99, -0.48, -5.84], [3.87, 0.60, -5.00], [5.00, -0.52, -5.62], [-3.05, -1.94, 4.14], [-1.91, -2.73, 4.48], [-1.13, -2.48, 5.56], [0.05, -3.38, 5.74], [-1.44, -1.61, 6.36], [-2.74, -0.89, 4.17], [-3.87, -2.06, 4.86], [-3.48, -2.06, 3.15], [-1.60, -3.35, 3.75], [1.02, -2.92, 5.92], [0.18, -4.04, 4.87], [-0.13, -4.05, 6.58], [-2.09, -1.52, -4.60], [-2.75, -2.43, -3.65], [-2.25, -3.61, -3.20], [-3.16, -4.50, -2.38], [-1.11, -3.92, -3.54], [-1.95, -2.04, -5.54], [-1.25, -1.01, -4.12], [-2.83, -0.72, -4.68], [-3.66, -2.07, -3.42], [-2.88, -4.47, -1.33], [-2.86, -5.50, -2.72], [-4.23, -4.44, -2.52], [1.14, 0.12, 4.00], [0.21, 1.19, 3.80], [-0.87, 1.49, 4.53], [-1.76, 2.49, 3.88], [-1.19, 0.85, 5.53], [1.13, -0.61, 3.19], [0.98, -0.46, 4.90], [2.14, 0.54, 4.11], [0.37, 1.72, 2.95], [-1.45, 3.49, 4.20], [-2.83, 2.41, 4.09], [-1.75, 2.55, 2.79], [3.78, 2.27, 1.19], [4.75, 1.41, 1.85], [5.31, 0.33, 1.24], [5.11, 0.00, -0.20], [5.97, -0.43, 1.95], [2.82, 2.20, 1.71], [3.42, 2.09, 0.18], [4.08, 3.32, 1.28], [5.17, 1.59, 2.74], [4.34, 0.55, -0.75], [4.86, -1.02, -0.50], [5.96, 0.24, -0.85]]}

No. 2
{"formula": "C34H45IrN5O", "method": "wB97M-V/def2-TZVPD", "homo_ev": [0.233, -4.186], "lumo_energy_ev": [2.480, 2.473], "s2": 6.03, "orbital_gap_ev": [2.25, 6.66], "total_charge": -1, "multiplicity": 5, "elements": ["Ir", "N", "N", "C", "C", "C", "C", "H", "H", "H", "C", "C", "H", "H", "H", "C", "C", "H", "H", "H", "C", "H", "H", "H", "C", "H", "H", "H", "C", "H", "C", "H", "C", "H", "C", "H", "C", "C", "H", "C", "C", "H", "C", "H", "N", "C", "C", "C", "H", "C", "C", "H", "H", "H", "C", "H", "C", "C", "H", "H", "H", "C", "H", "H", "H", "C", "N", "C", "C", "C", "N", "C", "C", "O", "H", "H", "H", "H", "H", "H", "H", "H", "H", "H", "H", "H"], "coordinates": [[0.10, -0.21, 1.02], [-3.20, 2.68, 0.30], [-2.48, -0.88, 0.34], [1.74, -0.73, 2.20], [0.66, -0.22, 3.04], [0.46, 1.16, 2.68], [-0.58, 2.10, 3.20], [-1.30, 1.59, 3.85], [-1.15, 2.53, 2.36], [-0.12, 2.93, 3.75], [1.45, 1.53, 1.73], [1.76, 2.94, 1.33], [2.38, 3.45, 2.08], [0.84, 3.52, 1.23], [2.31, 2.98, 0.38], [2.16, 0.36, 1.34], [3.20, 0.31, 0.27], [2.91, 0.98, -0.55], [3.31, -0.70, -0.12], [4.17, 0.65, 0.66], [-0.14, -0.98, 4.03], [0.22, -0.83, 5.05], [-0.13, -2.05, 3.81], [-1.19, -0.65, 4.01], [2.28, -2.11, 2.18], [2.68, -2.34, 1.18], [1.50, -2.84, 2.39], [3.09, -2.23, 2.91], [-3.36, 3.68, -0.54], [-3.40, 4.69, -0.10], [-3.48, 3.53, -1.93], [-3.59, 4.41, -2.56], [-3.40, 2.24, -2.47], [-3.50, 2.06, -3.54], [-3.18, 1.18, -1.61], [-3.06, 0.15, -1.95], [-3.08, 1.43, -0.21], [-2.75, 0.43, 0.71], [-2.75, 0.62, 1.79], [-1.22, -1.41, 0.43], [-3.41, -1.92, 0.16], [-4.45, -1.69, 0.10], [-2.73, -3.07, 0.19], [-3.09, -4.08, 0.15], [-1.37, -2.77, 0.34], [-0.36, -3.78, 0.48], [-0.48, -4.71, 1.54], [0.47, -5.72, 1.64], [0.40, -6.43, 2.47], [1.51, -5.85, 0.70], [2.50, -6.96, 0.81], [3.50, -6.63, 0.50], [2.23, -7.81, 0.17], [2.56, -7.34, 1.84], [1.57, -4.94, -0.36], [2.36, -5.05, -1.11], [0.64, -3.91, -0.49], [0.73, -2.97, -1.66], [-0.24, -2.80, -2.14], [1.40, -3.41, -2.41], [1.15, -2.00, -1.37], [-1.57, -4.64, 2.57], [-2.50, -5.11, 2.23], [-1.79, -3.62, 2.91], [-1.23, -5.20, 3.45], [-0.21, 1.55, -3.79], [0.72, 2.32, -2.99], [1.82, 2.99, -3.65], [1.41, 4.39, -4.03], [0.97, 5.18, -2.81], [0.44, 4.31, -1.75], [-0.18, 4.93, -0.58], [0.23, 2.95, -1.85], [-0.33, 2.31, -0.94], [-0.66, 0.77, -3.17], [0.33, 1.09, -4.62], [-1.03, 2.21, -4.17], [2.64, 3.06, -2.93], [2.15, 2.38, -4.50], [0.55, 4.31, -4.71], [2.23, 4.90, -4.54], [0.19, 5.90, -3.13], [1.81, 5.74, -2.40], [0.56, 5.45, 0.04], [-0.99, 5.61, -0.86], [-0.63, 4.12, 0.00]]}

Which largest force on an atom belongs to each record? In order, 3.31, 3.12 eV/Å.